Model 1:
Below is a 8-piece molecular cluster, C6H30N2O7 overall, with properties calculated with wB97M-V/def2-TZVPD.

Last column: natural (NBO) charge in e.
Geometry (Å):
C: 0.503 -0.691 -1.623  -0.43
N: 0.648 0.585 -2.369  -0.65
C: -0.423 1.555 -2.210  -0.23
C: -0.365 2.498 -0.992  -0.25
N: -0.757 1.815 0.204  -0.70
C: -1.926 2.358 0.932  -0.03
C: -3.201 1.913 0.137  -0.62
C: -1.855 1.732 2.353  -0.63
H: 0.520 -1.478 -2.383  0.19
H: -0.460 -0.699 -1.130  0.18
H: 1.449 -0.740 -1.063  0.19
H: 1.579 0.946 -2.207  0.36
H: -0.246 2.185 -3.089  0.19
H: -1.422 1.162 -2.291  0.19
H: 0.651 2.977 -0.979  0.17
H: -0.861 3.425 -1.360  0.21
H: -0.604 0.845 0.369  0.38
H: -1.833 3.454 1.006  0.19
H: -2.913 1.779 -0.910  0.20
H: -3.595 1.009 0.582  0.20
H: -3.865 2.778 0.143  0.21
H: -1.562 2.459 3.086  0.22
H: -2.769 1.203 2.662  0.20
H: -1.222 0.833 2.404  0.22
O: 4.155 0.172 -1.399  -0.95
H: 4.294 0.742 -0.633  0.48
H: 3.314 -0.273 -1.225  0.46
O: 3.078 -2.410 -0.976  -0.96
H: 3.028 -3.292 -0.581  0.49
H: 3.586 -2.628 -1.769  0.49
O: -1.857 -1.785 2.549  -0.94
H: -2.715 -1.640 2.178  0.47
H: -1.530 -2.546 2.052  0.47
O: 3.911 -0.847 1.330  -0.99
H: 3.117 -0.332 1.520  0.49
H: 3.906 -1.230 0.444  0.49
O: 0.089 -4.148 0.152  -0.94
H: 0.556 -3.458 0.659  0.48
H: -0.322 -4.584 0.918  0.47
O: 1.975 1.547 2.000  -0.97
H: 2.302 2.426 1.824  0.48
H: 1.200 1.342 1.477  0.49
O: -2.644 -3.852 -0.318  -0.98
H: -1.726 -3.804 -0.583  0.49
H: -3.187 -3.303 -0.889  0.47

Properties
SMILES	CNCCNC(C)C.O.O.O.O.O.O.O
net charge	0
LUMO level	0.0011	hartree
E_HOMO	-8.133	eV
frontier orbital gap	8.16	eV

***

Model 2:
Below is a 8-piece molecular cluster, C6H30N2O7 overall, with properties calculated with wB97M-V/def2-TZVPD.

Last column: natural (NBO) charge in e.
Geometry (Å):
C: -0.818 -0.686 -3.315  -0.42
N: -0.379 -0.454 -1.943  -0.66
C: 0.696 0.578 -1.969  -0.24
C: 1.236 0.720 -0.567  -0.21
N: 0.641 1.910 0.064  -0.66
C: 1.004 2.128 1.490  -0.06
C: 2.331 2.886 1.522  -0.62
C: -0.171 2.762 2.230  -0.63
H: -0.103 -1.268 -3.891  0.19
H: -1.105 0.200 -3.886  0.18
H: -1.667 -1.376 -3.226  0.20
H: -1.162 -0.101 -1.402  0.39
H: 1.450 0.370 -2.730  0.21
H: 0.219 1.487 -2.337  0.18
H: 0.921 -0.087 0.091  0.18
H: 2.319 0.924 -0.581  0.18
H: 0.731 2.803 -0.392  0.35
H: 1.195 1.158 1.966  0.19
H: 2.274 3.874 1.063  0.20
H: 2.749 2.854 2.531  0.21
H: 3.040 2.419 0.836  0.21
H: -0.458 2.276 3.167  0.23
H: 0.054 3.815 2.370  0.20
H: -1.152 2.718 1.744  0.22
O: 3.067 -2.213 -1.987  -0.97
H: 2.180 -2.376 -1.623  0.49
H: 3.615 -2.498 -1.247  0.46
O: 0.111 -2.614 1.776  -0.98
H: 0.534 -2.384 0.931  0.51
H: 0.349 -3.538 1.909  0.49
O: -3.039 1.500 -1.262  -0.97
H: -2.415 2.224 -1.255  0.46
H: -2.899 1.112 -0.376  0.49
O: 0.610 -2.892 -0.869  -1.03
H: 0.060 -2.072 -0.976  0.52
H: 0.128 -3.540 -1.392  0.50
O: -1.932 -2.618 -0.224  -1.00
H: -2.875 -2.788 -0.268  0.50
H: -1.422 -2.871 0.537  0.51
O: -0.875 -0.725 3.404  -0.98
H: -0.663 -1.497 2.857  0.49
H: -0.784 -0.998 4.316  0.47
O: -2.883 -0.191 0.890  -0.97
H: -2.499 -0.988 0.482  0.48
H: -2.214 0.055 1.542  0.49

Properties
SMILES	CNCCNC(C)C.O.O.O.O.O.O.O
net charge	0
LUMO level	0.0032	hartree
E_HOMO	-8.416	eV
frontier orbital gap	8.50	eV

***

Which structure is the least stable? The one labeled model 1.

***

Model 1:
Below is one molecule with the formula C4H7FO, with properties calculated with wB97M-V/def2-TZVPD.

Last column: natural (NBO) charge in e.
Geometry (Å):
C: -2.071 -0.829 -0.200  -0.48
C: -1.072 0.002 0.051  0.38
F: -1.356 1.279 0.044  -0.32
C: 0.284 -0.452 0.468  -0.13
O: 1.240 -0.093 -0.487  -0.53
C: 2.522 0.077 -0.008  -0.25
H: -1.941 -1.905 -0.015  0.21
H: -3.093 -0.469 -0.506  0.22
H: 0.483 -0.027 1.493  0.19
H: 0.170 -1.598 0.516  0.19
H: 2.632 0.991 0.634  0.17
H: 3.077 0.279 -0.927  0.20
H: 2.983 -0.832 0.444  0.17

Properties
SMILES	C=C(F)COC
net charge	0
LUMO level	0.0367	hartree
E_HOMO	-9.705	eV
frontier orbital gap	10.70	eV

***

Model 2:
Below is one molecule with the formula C4H7FO, with properties calculated with wB97M-V/def2-TZVPD.

Last column: natural (NBO) charge in e.
Geometry (Å):
C: 1.776 -2.270 -0.530  -0.24
O: 1.464 -0.949 -0.270  -0.49
C: 0.191 -0.656 -0.273  0.14
C: -0.236 0.525 0.225  -0.34
C: -1.601 1.152 0.189  0.03
F: -1.537 2.402 0.746  -0.35
H: 1.599 -2.917 0.341  0.17
H: 1.052 -2.644 -1.188  0.17
H: 2.811 -2.478 -0.795  0.20
H: -0.433 -1.476 -0.641  0.16
H: 0.626 1.327 0.324  0.23
H: -2.367 0.460 0.668  0.17
H: -1.946 1.197 -0.922  0.16

Properties
SMILES	CO/C=C/CF
net charge	0
LUMO level	0.0352	hartree
E_HOMO	-8.487	eV
frontier orbital gap	9.45	eV

***

Model 3:
Below is one molecule with the formula C4H7FO, with properties calculated with wB97M-V/def2-TZVPD.

Last column: natural (NBO) charge in e.
Geometry (Å):
C: 0.617 1.523 -0.188  -0.39
C: 0.248 0.311 0.137  -0.08
C: -1.228 0.053 0.224  -0.09
O: -1.517 -1.165 -0.304  -0.70
C: 1.076 -0.924 0.281  0.01
F: 2.332 -0.779 -0.243  -0.35
H: 1.669 1.884 -0.221  0.22
H: -0.260 2.243 -0.448  0.20
H: -1.764 0.807 -0.301  0.16
H: -1.483 0.148 1.212  0.18
H: -1.232 -1.117 -1.271  0.47
H: 0.529 -1.812 -0.229  0.19
H: 1.012 -1.172 1.351  0.17

Properties
SMILES	C=C(CO)CF
net charge	0
LUMO level	0.0297	hartree
E_HOMO	-9.812	eV
frontier orbital gap	10.62	eV

***

Model 4:
Below is a 2-piece molecular cluster, C4H7FO overall, with properties calculated with wB97M-V/def2-TZVPD.

Last column: natural (NBO) charge in e.
Geometry (Å):
C: 0.501 0.550 -0.311  -0.42
C: 1.797 0.510 -0.107  -0.15
C: 2.458 -0.495 0.709  -0.65
H: -0.295 -0.189 -0.142  0.21
H: 0.225 1.464 -0.742  0.18
H: 2.368 1.368 -0.494  0.19
H: 1.716 -1.167 1.007  0.21
H: 2.812 -0.003 1.582  0.21
H: 3.312 -0.860 0.244  0.21
O: -2.759 -1.009 -0.599  -0.50
C: -3.727 -0.381 -0.529  0.73
F: -4.077 0.164 0.644  -0.35
H: -4.333 0.046 -1.262  0.12

Properties
SMILES	C=CC.O=CF
net charge	0
LUMO level	0.0360	hartree
E_HOMO	-9.387	eV
frontier orbital gap	10.37	eV

***

Which structure is the least stable? The one labeled model 2.

***

Model 1:
Below is a 8-piece molecular cluster, C16H48O8 overall, with properties calculated with wB97M-V/def2-TZVPD.

Last column: Löwdin charge in e.
Geometry (Å):
C: 1.965 -4.230 -0.337  -0.12
C: 3.332 -3.661 -0.005  -0.29
O: 3.523 -4.148 1.348  -0.14
H: 2.062 -5.329 -0.172  0.09
H: 1.762 -4.055 -1.441  0.08
H: 1.129 -3.634 0.137  0.07
H: 3.332 -2.419 0.210  0.15
H: 4.046 -4.325 -0.517  0.11
H: 3.082 -3.612 1.977  0.01
C: 3.125 2.125 -2.539  -0.06
C: 3.601 1.495 -1.217  -0.22
O: 5.051 1.124 -1.500  -0.08
H: 2.915 1.050 -3.145  0.17
H: 3.721 2.751 -2.941  -0.01
H: 2.376 2.850 -2.320  0.05
H: 3.047 0.744 -1.131  0.00
H: 3.699 2.298 -0.397  0.14
H: 4.989 0.232 -1.253  0.03
C: -0.625 2.672 1.974  -0.08
C: 0.591 3.461 1.725  -0.40
O: 1.591 3.390 2.677  -0.08
H: -1.455 2.519 1.151  0.12
H: -1.029 3.218 2.672  0.01
H: -0.404 1.601 2.168  0.08
H: 0.454 4.506 1.512  0.11
H: 1.034 3.094 0.765  0.10
H: 2.414 3.824 2.235  0.14
C: 0.492 -0.494 -0.122  -0.06
C: -0.792 -1.031 0.383  -0.31
O: -0.741 -1.321 1.681  0.03
H: 0.690 0.492 0.056  0.03
H: 0.666 -0.471 -1.131  0.04
H: 1.459 -1.030 0.136  0.09
H: -1.059 -1.932 -0.148  0.12
H: -1.718 -0.286 0.179  0.15
H: -1.440 -1.440 2.038  -0.09
C: -4.646 -1.527 -3.649  -0.02
C: -4.103 -0.342 -2.757  -0.31
O: -2.787 -0.420 -2.361  -0.10
H: -4.339 -2.381 -3.268  0.01
H: -3.938 -1.542 -4.586  0.12
H: -5.549 -1.534 -4.001  0.00
H: -4.601 -0.335 -1.716  0.12
H: -4.325 0.671 -3.077  0.10
H: -2.385 0.308 -1.909  0.02
C: -3.513 0.527 3.189  -0.02
C: -4.426 -0.466 2.358  -0.32
O: -3.610 -1.546 2.108  -0.13
H: -3.247 0.088 4.164  0.10
H: -3.919 1.292 3.572  -0.01
H: -2.587 0.708 2.673  0.05
H: -4.930 -0.259 1.416  0.10
H: -5.346 -0.658 2.975  0.11
H: -4.111 -2.252 1.459  0.19
C: 3.576 -0.821 2.789  -0.03
C: 2.140 -0.979 3.085  -0.20
O: 1.669 -2.188 2.406  -0.06
H: 4.197 -1.565 3.084  0.06
H: 4.118 -0.021 3.404  0.13
H: 3.650 -0.497 2.006  -0.08
H: 1.580 -0.076 2.696  0.14
H: 1.993 -1.118 3.988  0.03
H: 0.818 -1.992 2.240  -0.04
C: -0.488 1.430 -3.635  -0.07
C: -0.915 2.586 -2.756  -0.27
O: -1.746 2.094 -1.664  -0.09
H: -0.375 0.571 -3.179  -0.02
H: 0.471 1.712 -4.394  0.15
H: -1.364 1.198 -4.363  0.10
H: -1.487 3.321 -3.324  0.11
H: -0.195 3.241 -2.507  0.05
H: -2.150 2.773 -1.148  0.07

Properties
SMILES	CCO.CCO.CCO.CCO.CCO.CCO.CCO.CCO
net charge	0
LUMO level	0.0094	hartree
E_HOMO	-9.200	eV
frontier orbital gap	9.46	eV

***

Model 2:
Below is a 8-piece molecular cluster, C16H48O8 overall, with properties calculated with wB97M-V/def2-TZVPD.

Last column: Löwdin charge in e.
Geometry (Å):
C: -2.776 -2.019 19.867  -0.07
C: -3.401 -2.096 18.490  -0.30
O: -4.459 -3.073 18.451  -0.09
H: -3.350 -1.547 20.665  0.06
H: -1.985 -1.257 19.792  0.05
H: -2.388 -2.986 20.179  0.08
H: -2.662 -2.409 17.757  0.11
H: -3.904 -1.169 18.207  0.08
H: -5.322 -2.667 18.547  0.05
C: -4.801 7.885 15.778  -0.10
C: -5.103 6.780 14.806  -0.35
O: -5.372 5.585 15.507  -0.08
H: -5.602 7.977 16.521  0.07
H: -4.723 8.861 15.304  0.08
H: -3.927 7.652 16.394  0.08
H: -4.266 6.670 14.104  0.11
H: -5.951 7.171 14.217  0.11
H: -5.339 4.872 14.860  0.08
C: -9.446 6.283 18.640  -0.09
C: -8.116 5.542 18.557  -0.31
O: -7.281 6.130 19.574  -0.09
H: -10.142 5.807 17.935  0.07
H: -9.316 7.301 18.285  0.07
H: -9.923 6.116 19.604  0.07
H: -7.746 5.747 17.551  0.10
H: -8.269 4.481 18.760  0.10
H: -6.384 5.859 19.338  0.08
C: -7.208 1.744 16.367  -0.06
C: -5.810 1.106 16.565  -0.28
O: -5.979 -0.039 17.404  -0.12
H: -7.691 0.943 15.811  0.07
H: -6.963 2.588 15.707  0.07
H: -7.733 2.121 17.235  0.06
H: -5.127 1.804 17.046  0.11
H: -5.442 0.795 15.587  0.09
H: -6.224 -0.839 16.916  0.06
C: -1.796 1.118 17.515  -0.08
C: -0.577 0.702 18.320  -0.32
O: -0.879 0.842 19.706  -0.10
H: -1.999 2.184 17.455  0.07
H: -2.655 0.492 17.755  0.05
H: -1.600 0.845 16.468  0.08
H: 0.269 1.353 18.060  0.11
H: -0.307 -0.340 18.115  0.11
H: -0.197 0.394 20.216  0.08
C: -11.450 2.034 16.840  -0.09
C: -11.782 0.768 16.035  -0.34
O: -11.050 0.736 14.830  -0.07
H: -12.018 2.207 17.757  0.07
H: -11.553 2.890 16.172  0.07
H: -10.434 1.975 17.243  0.06
H: -12.870 0.721 15.937  0.11
H: -11.543 -0.069 16.700  0.11
H: -11.696 0.739 14.118  0.08
C: -6.582 -0.221 21.969  -0.09
C: -6.182 -0.885 20.674  -0.34
O: -7.319 -1.207 19.891  -0.08
H: -5.759 0.025 22.634  0.07
H: -7.245 -0.908 22.507  0.08
H: -7.194 0.651 21.726  0.07
H: -5.511 -1.715 20.907  0.10
H: -5.621 -0.170 20.061  0.11
H: -7.296 -0.749 19.048  0.05
C: -5.814 -2.495 12.820  -0.08
C: -5.751 -1.389 13.872  -0.31
O: -6.235 -1.848 15.137  -0.09
H: -5.563 -2.044 11.860  0.08
H: -6.770 -3.012 12.885  0.07
H: -5.070 -3.268 13.031  0.08
H: -6.376 -0.558 13.517  0.11
H: -4.765 -0.957 14.036  0.11
H: -7.166 -2.070 15.031  0.10

Properties
SMILES	CCO.CCO.CCO.CCO.CCO.CCO.CCO.CCO
net charge	0
LUMO level	0.0136	hartree
E_HOMO	-9.672	eV
frontier orbital gap	10.04	eV

***

Model 3:
Below is a 8-piece molecular cluster, C16H48O8 overall, with properties calculated with wB97M-V/def2-TZVPD.

Last column: Löwdin charge in e.
Geometry (Å):
C: 5.459 -2.710 -8.612  -0.11
C: 5.012 -2.635 -7.210  -0.36
O: 3.630 -2.608 -7.131  -0.08
H: 5.309 -3.684 -9.079  0.08
H: 6.523 -2.481 -8.681  0.07
H: 5.140 -1.914 -9.284  0.08
H: 5.216 -1.596 -6.951  0.11
H: 5.360 -3.344 -6.459  0.13
H: 3.282 -1.880 -7.651  0.08
C: -6.692 4.517 3.670  -0.10
C: -5.484 3.930 4.331  -0.39
O: -5.766 3.183 5.456  -0.05
H: -7.259 5.123 4.377  0.08
H: -7.286 3.712 3.238  0.07
H: -6.505 4.964 2.694  0.08
H: -4.707 4.687 4.434  0.11
H: -4.914 3.346 3.608  0.10
H: -6.554 2.695 5.206  0.08
C: 1.156 2.816 -8.549  -0.06
C: 0.360 2.251 -9.789  -0.31
O: 0.725 0.919 -9.856  -0.12
H: 0.669 2.301 -7.721  0.07
H: 1.247 3.876 -8.313  0.06
H: 2.205 2.523 -8.602  0.07
H: 0.696 2.472 -10.802  0.11
H: -0.724 2.221 -9.678  0.11
H: 0.001 0.338 -10.101  0.08
C: -1.617 -1.270 -0.078  -0.10
C: -1.160 -1.234 -1.501  -0.35
O: 0.091 -1.864 -1.557  -0.07
H: -1.165 -0.508 0.557  0.07
H: -1.419 -2.234 0.389  0.08
H: -2.666 -0.987 0.015  0.07
H: -1.099 -0.172 -1.740  0.10
H: -1.835 -1.643 -2.252  0.11
H: 0.392 -1.915 -2.467  0.08
C: 4.352 2.704 0.830  -0.10
C: 3.991 4.107 1.263  -0.32
O: 5.137 4.833 1.731  -0.09
H: 3.692 2.567 -0.026  0.07
H: 4.232 1.878 1.532  0.07
H: 5.379 2.833 0.491  0.08
H: 3.211 3.978 2.014  0.11
H: 3.689 4.631 0.356  0.11
H: 5.181 4.933 2.684  0.08
C: 6.935 -5.080 1.425  -0.10
C: 6.581 -6.349 0.670  -0.35
O: 5.926 -5.941 -0.472  -0.07
H: 7.473 -5.224 2.362  0.07
H: 6.051 -4.513 1.717  0.07
H: 7.568 -4.366 0.898  0.07
H: 6.109 -7.038 1.370  0.11
H: 7.453 -6.833 0.230  0.11
H: 5.133 -5.456 -0.234  0.09
C: -9.732 -2.303 3.654  -0.11
C: -9.654 -1.743 5.023  -0.33
O: -10.121 -0.383 4.945  -0.10
H: -10.779 -2.290 3.351  0.08
H: -9.381 -3.333 3.587  0.08
H: -9.088 -1.700 3.013  0.08
H: -8.631 -1.716 5.399  0.11
H: -10.311 -2.271 5.714  0.11
H: -10.866 -0.202 5.523  0.07
C: 0.650 0.933 6.760  -0.10
C: 0.821 1.641 8.099  -0.30
O: 0.021 2.838 8.038  -0.09
H: -0.407 0.673 6.717  0.07
H: 1.111 -0.041 6.590  0.07
H: 1.037 1.465 5.892  0.07
H: 1.830 2.021 8.258  0.11
H: 0.663 0.929 8.910  0.10
H: -0.876 2.619 7.778  0.07

Properties
SMILES	CCO.CCO.CCO.CCO.CCO.CCO.CCO.CCO
net charge	0
LUMO level	0.0178	hartree
E_HOMO	-9.833	eV
frontier orbital gap	10.32	eV

***

Which structure is the least stable? The one labeled model 1.

***

Model 1:
Below is a 2-piece molecular cluster, C2H9NS2 overall, with properties calculated with wB97M-V/def2-TZVPD.

Last column: Löwdin spin population.
Geometry (Å):
S: 3.004 0.679 -1.159  0.46
S: 3.173 -1.369 -0.038  0.48
H: 4.030 0.559 -2.012  0.03
H: 3.578 -0.816 1.106  0.03
C: -0.365 0.688 0.598  0.00
N: -1.314 0.360 -0.472  0.00
C: -2.445 -0.382 0.011  0.00
H: -0.023 -0.252 1.048  0.00
H: 0.494 1.233 0.226  0.00
H: -0.968 1.206 1.353  0.00
H: -0.830 -0.159 -1.193  0.00
H: -2.265 -1.348 0.513  0.00
H: -3.145 -0.570 -0.803  0.00
H: -2.922 0.171 0.823  0.00

Properties
net charge	-1
LUMO level (spin up / spin down)	0.1341 / 0.1330	hartree
E_HOMO (spin up / spin down)	-0.887 / -3.638	eV
spin multiplicity	2
<S²>	0.7537
frontier orbital gap (spin up / spin down)	4.54 / 7.26	eV

***

Model 2:
Below is a 2-piece molecular cluster, C2H9NS2 overall, with properties calculated with wB97M-V/def2-TZVPD.

Last column: Löwdin spin population.
Geometry (Å):
S: -0.003 2.731 -0.858  0.47
S: 1.479 3.161 -2.671  0.47
H: 0.341 1.443 -0.840  0.02
H: 0.514 3.196 -3.594  0.02
C: -1.311 -0.976 1.262  0.01
C: 0.196 -1.004 1.055  0.00
N: 0.629 -0.994 -0.308  0.00
H: -1.752 0.008 1.205  0.01
H: -1.507 -1.384 2.255  0.00
H: -1.815 -1.667 0.583  0.00
H: 0.561 -1.895 1.593  0.00
H: 0.635 -0.178 1.620  0.00
H: 0.473 -1.812 -0.867  0.00
H: 1.559 -0.630 -0.434  0.00

Properties
net charge	-1
LUMO level (spin up / spin down)	0.1330 / 0.1310	hartree
E_HOMO (spin up / spin down)	-0.770 / -3.420	eV
spin multiplicity	2
<S²>	0.7539
frontier orbital gap (spin up / spin down)	4.39 / 6.98	eV

***

Which structure is the least stable? The one labeled model 1.